Below is a 13-piece molecular cluster, C57H105N3O13S overall, with properties calculated with ωB97M-V with the def2-TZVPD basis set.

For the gap between HOMO and LUMO, the calculation gives 7.21 eV. The HOMO energy is -8.05 eV. The largest force on an atom comes out at 6.0 eV/A. As for the charge: 0. For the energy above the lowest of the compared OMol25 structures with the same formula, charge and spin, the calculation gives 0.0 kJ/mol.

Geometry (Å):
1 N -5.3060 4.7220 -0.3620
2 C -4.9500 3.3252 -0.6578
3 C -4.4137 3.0039 -2.1000
4 C -3.9901 1.5459 -2.4156
5 C -3.4085 1.2809 -3.8962
6 C -1.7778 1.8056 -3.6886
7 C -0.6312 0.6670 -4.1786
8 O -0.9820 1.0424 -2.6513
9 C -4.0459 0.3442 -1.4125
10 N -3.6142 -1.0149 -1.6951
11 S -3.9638 -1.7824 -0.1833
12 N -4.6175 -0.5037 0.7743
13 C -4.6335 0.7182 0.0050
14 C -5.0707 2.1743 0.3679
15 H -6.1707 5.0228 -0.8302
16 H -5.3671 4.7796 0.6641
17 H -4.3329 3.8190 -2.9063
18 H -3.8593 1.9588 -4.6950
19 H -3.3471 0.1776 -4.1746
20 H -1.5304 2.9649 -3.8936
21 H -0.8870 -0.4315 -4.0179
22 H 0.3994 1.1509 -4.0438
23 H -5.4766 2.4179 1.4030
24 C 0.1195 -1.9794 3.5176
25 C -0.3381 -0.9430 2.5153
26 C -0.5128 -1.7739 1.2593
27 O -0.8846 -3.0926 1.6817
28 C -0.6812 -3.1967 3.0996
29 H -0.0528 -1.6926 4.5569
30 H 1.1901 -2.1732 3.3885
31 H -1.3030 -0.5273 2.8255
32 H 0.3638 -0.1167 2.3855
33 H 0.4266 -1.8535 0.7013
34 H -1.2803 -1.3714 0.5937
35 H -1.6646 -3.2080 3.5786
36 H -0.1705 -4.1349 3.3301
37 C 4.3031 0.0687 -1.1187
38 C 2.8479 -0.3163 -0.9795
39 C 2.1459 0.9971 -1.2614
40 O 2.9801 1.7265 -2.1741
41 C 4.2575 1.0770 -2.2499
42 H 4.9634 -0.7754 -1.3277
43 H 4.6467 0.5532 -0.1994
44 H 2.5838 -1.0533 -1.7459
45 H 2.5952 -0.7339 -0.0030
46 H 2.0423 1.5966 -0.3505
47 H 1.1555 0.8568 -1.6999
48 H 4.3247 0.5824 -3.2253
49 H 5.0533 1.8216 -2.1821
50 C 0.8362 0.1370 -9.3541
51 C 2.2046 0.6438 -8.9579
52 C 2.0010 0.9914 -7.4965
53 O 1.0029 0.0937 -6.9918
54 C 0.3917 -0.5838 -8.0973
55 H 0.8441 -0.5078 -10.2348
56 H 0.1707 0.9832 -9.5549
57 H 2.9401 -0.1621 -9.0514
58 H 2.5494 1.4910 -9.5536
59 H 1.6232 2.0129 -7.3794
60 H 2.9169 0.8896 -6.9095
61 H 0.7436 -1.6214 -8.0894
62 H -0.6939 -0.5830 -7.9744
63 C -5.4866 -5.5608 3.6371
64 C -5.1356 -5.1022 2.2397
65 C -4.4720 -3.7669 2.5028
66 O -3.8437 -3.8615 3.7894
67 C -4.3065 -5.0520 4.4413
68 H -5.6275 -6.6399 3.7234
69 H -6.4062 -5.0674 3.9695
70 H -4.4155 -5.7957 1.7918
71 H -5.9961 -5.0256 1.5724
72 H -5.2095 -2.9581 2.5488
73 H -3.7253 -3.5152 1.7459
74 H -3.4839 -5.7758 4.4402
75 H -4.5700 -4.8257 5.4772
76 C 6.8625 4.8237 -5.4342
77 C 5.6093 5.2143 -4.6839
78 C 4.9772 3.8658 -4.4017
79 O 6.0508 2.9220 -4.2781
80 C 7.2618 3.5401 -4.7337
81 H 7.6453 5.5841 -5.4086
82 H 6.6190 4.6177 -6.4819
83 H 5.8785 5.7052 -3.7426
84 H 4.9529 5.8841 -5.2424
85 H 4.3410 3.5429 -5.2328
86 H 4.3808 3.8654 -3.4864
87 H 7.8843 3.7445 -3.8557
88 H 7.8007 2.8533 -5.3905
89 C 5.1827 2.7385 3.7473
90 C 4.7418 3.7809 2.7448
91 C 4.5700 2.9552 1.4855
92 O 4.1839 1.6375 1.9029
93 C 4.3757 1.5290 3.3193
94 H 5.0042 3.0241 4.7859
95 H 6.2523 2.5361 3.6266
96 H 3.7780 4.2033 3.0487
97 H 5.4511 4.6016 2.6232
98 H 5.5129 2.8694 0.9344
99 H 3.8110 3.3654 0.8150
100 H 3.3878 1.5248 3.7904
101 H 4.8768 0.5863 3.5519
102 C 9.5661 6.7494 4.3493
103 C 8.5472 7.0184 5.4333
104 C 7.2643 7.1444 4.6360
105 O 7.4067 6.3016 3.4840
106 C 8.7770 5.8907 3.3813
107 H 10.4731 6.2609 4.7100
108 H 9.8522 7.6901 3.8670
109 H 8.4857 6.1568 6.1065
110 H 8.7654 7.9044 6.0322
111 H 7.1140 8.1705 4.2839
112 H 6.3841 6.8398 5.2071
113 H 8.8306 4.8315 3.6562
114 H 9.1173 6.0003 2.3491
115 C -9.7090 -3.2784 -0.7755
116 C -9.5834 -4.7108 -1.2428
117 C -8.1364 -5.0222 -0.9191
118 O -7.7881 -4.2340 0.2286
119 C -8.8247 -3.2692 0.4556
120 H -10.7357 -2.9732 -0.5645
121 H -9.2998 -2.6032 -1.5346
122 H -10.2452 -5.3531 -0.6519
123 H -9.8236 -4.8522 -2.2980
124 H -7.4737 -4.7294 -1.7398
125 H -7.9743 -6.0803 -0.7011
126 H -9.3816 -3.5793 1.3467
127 H -8.3802 -2.2895 0.6461
128 C -7.9543 -6.0364 -6.6063
129 C -6.5954 -5.5106 -6.2024
130 C -6.8124 -5.1646 -4.7429
131 O -7.8016 -6.0755 -4.2426
132 C -8.3970 -6.7628 -5.3516
133 H -7.9322 -6.6816 -7.4864
134 H -8.6302 -5.1994 -6.8118
135 H -5.8485 -6.3064 -6.2908
136 H -6.2586 -4.6593 -6.7967
137 H -7.2047 -4.1482 -4.6290
138 H -5.8985 -5.2536 -4.1505
139 H -8.0313 -7.7953 -5.3411
140 H -9.4832 -6.7768 -5.2354
141 C 1.5993 1.4695 5.7803
142 C 0.3440 1.8597 6.5272
143 C -0.2906 0.5107 6.8029
144 O 0.7812 -0.4342 6.9273
145 C 1.9944 0.1835 6.4778
146 H 2.3830 2.2289 5.8110
147 H 1.3590 1.2669 4.7310
148 H 0.6105 2.3475 7.4710
149 H -0.3095 2.5320 5.9684
150 H -0.9242 0.1912 5.9684
151 H -0.8904 0.5081 7.7162
152 H 2.6143 0.3845 7.3589
153 H 2.5348 -0.5019 5.8206
154 C 5.1517 1.9697 10.8703
155 C 3.6961 1.5836 11.0055
156 C 2.9934 2.8970 10.7253
157 O 3.8284 3.6283 9.8171
158 C 5.1055 2.9804 9.7415
159 H 5.8126 1.1267 10.6605
160 H 5.4946 2.4530 11.7913
161 H 3.4348 0.8486 10.2368
162 H 3.4414 1.1634 11.9800
163 H 2.8872 3.4937 11.6376
164 H 2.0039 2.7575 10.2833
165 H 5.1739 2.4880 8.7651
166 H 5.9010 3.7258 9.8121
167 C -0.2056 -4.0333 -5.7099
168 C -1.2111 -3.7532 -4.6157
169 C -2.5017 -3.6224 -5.4000
170 O -2.3765 -4.4710 -6.5497
171 C -1.0100 -4.8912 -6.6660
172 H 0.7021 -4.5259 -5.3567
173 H 0.0811 -3.0963 -6.1992
174 H -1.2707 -4.6113 -3.9382
175 H -0.9808 -2.8661 -4.0229
176 H -2.6492 -2.5965 -5.7550
177 H -3.3779 -3.9189 -4.8182
178 H -0.9602 -5.9495 -6.3873
179 H -0.6801 -4.7881 -7.7025

Mulliken population analysis, charges in e, atoms 1 to 5:
1 N -0.585
2 C 0.474
3 C -0.634
4 C 0.464
5 C -0.661

Below is a 8-piece molecular cluster, C57H128N8O8 overall, with properties calculated with ωB97M-V with the def2-TZVPD basis set.

For the gap between HOMO and LUMO, the calculation gives 8.93 eV. The HOMO energy is -8.37 eV. The largest force on an atom comes out at 3.0 eV/A. As for the charge: 0. The structure (SMILES) is CC1(C)CCCC(C)(C)N1O.CC1(C)CCCC(C)(C)N1O.CC1(C)CCCC(C)(C)N1O.CC1(C)CCCC(C)(C)N1O.CC1(C)CCCC(C)(C)N1O.COC[C@H](C)N.COC[C@H](C)N.COC[C@H](C)N. For the energy above the lowest of the compared OMol25 structures with the same formula, charge and spin, the calculation gives 337.1 kJ/mol.

Geometry (Å):
1 C -1.8695 -5.4488 -2.7557
2 C -2.4415 -5.0676 -1.3792
3 C -3.6863 -4.2173 -1.6356
4 C -2.8426 -6.3171 -0.6408
5 C -1.7111 -7.1660 -0.0802
6 C -0.7765 -6.2939 0.8136
7 C -0.3797 -4.9827 0.1853
8 C 0.2278 -4.0877 1.1882
9 C 0.8358 -5.2614 -0.8266
10 N -1.5676 -4.1941 -0.3973
11 O -1.0330 -3.0749 -1.1161
12 H -1.6559 -4.5748 -3.4067
13 H -1.0043 -6.1203 -2.7959
14 H -2.6244 -5.9867 -3.3403
15 H -4.3636 -4.7313 -2.2923
16 H -4.2547 -4.0020 -0.7387
17 H -3.4165 -3.3424 -2.1332
18 H -3.5150 -5.9847 0.2031
19 H -3.4573 -6.9115 -1.3339
20 H -2.1693 -7.9548 0.6083
21 H -1.0241 -7.6985 -0.7526
22 H 0.2002 -6.7621 1.0406
23 H -1.2834 -6.0875 1.7539
24 H -0.5335 -3.6438 1.8564
25 H 0.7281 -3.1926 0.7530
26 H 0.9752 -4.6668 1.7880
27 H 0.4862 -6.0348 -1.5028
28 H 1.6031 -5.6996 -0.1588
29 H 1.1198 -4.2840 -1.2544
30 H -1.4492 -2.3354 -0.6487
31 C 0.1149 1.7189 -4.6126
32 C 0.0423 0.6642 -5.6875
33 C 0.0518 1.4179 -7.0255
34 C 1.3110 -0.1626 -5.5482
35 C 1.2614 -1.1046 -4.2917
36 C 0.0484 -2.0096 -4.4631
37 C -1.2284 -1.1893 -4.5633
38 C -2.3676 -2.1375 -4.8699
39 C -1.5267 -0.4976 -3.2175
40 N -1.1124 -0.2561 -5.6849
41 O -2.2624 0.6983 -5.5713
42 H -0.7733 2.1118 -4.2742
43 H 0.6859 1.4755 -3.6989
44 H 0.8008 2.4506 -5.0173
45 H -0.2629 0.7664 -7.8489
46 H -0.5732 2.2590 -7.1175
47 H 1.0440 1.7301 -7.1208
48 H 1.3841 -0.7519 -6.4648
49 H 2.1871 0.4669 -5.5479
50 H 2.2274 -1.6474 -4.1733
51 H 1.1711 -0.5613 -3.2984
52 H -0.1922 -2.6619 -3.6000
53 H 0.1624 -2.7170 -5.3874
54 H -2.3095 -2.6255 -5.8095
55 H -3.3478 -1.5542 -4.9511
56 H -2.5023 -2.9282 -4.1118
57 H -2.3217 -1.0282 -2.6669
58 H -1.8386 0.5301 -3.3602
59 H -0.6748 -0.3935 -2.5665
60 H -2.8208 0.5551 -6.3549
61 C 3.6834 1.5238 1.0015
62 C 4.5462 0.5161 0.2343
63 C 4.3243 -0.9310 0.8967
64 C 4.1322 0.3029 -1.2378
65 C 4.6138 1.4443 -2.0744
66 C 6.1352 1.4258 -2.0032
67 C 6.6256 1.7398 -0.6257
68 C 8.1333 1.4127 -0.5631
69 C 6.3953 3.1785 -0.2994
70 N 5.9970 0.7333 0.3286
71 O 6.3257 1.2483 1.6617
72 H 4.2211 1.7868 1.9123
73 H 3.4837 2.4308 0.4573
74 H 2.7235 1.0326 1.2677
75 H 3.2902 -1.1880 0.7764
76 H 4.9742 -1.7049 0.4422
77 H 4.5574 -0.9033 1.9258
78 H 4.5913 -0.6264 -1.5910
79 H 3.0957 0.0639 -1.2419
80 H 4.1742 1.3799 -3.0815
81 H 4.2646 2.4026 -1.6054
82 H 6.6910 2.0801 -2.6812
83 H 6.4675 0.4406 -2.3019
84 H 8.3542 0.4622 -1.0066
85 H 8.4081 1.4013 0.5101
86 H 8.8310 2.1148 -1.0055
87 H 7.2236 3.7365 -0.7167
88 H 6.4273 3.3765 0.7624
89 H 5.4643 3.6969 -0.6359
90 H 6.9489 0.5776 1.9831
91 C -3.5403 3.3020 5.3968
92 C -3.3162 2.2280 4.3334
93 C -2.2683 1.3521 4.9998
94 C -4.6659 1.5228 4.0555
95 C -5.5977 2.4611 3.3009
96 C -5.0074 2.9323 1.9869
97 C -3.6324 3.5732 2.1337
98 C -2.9926 3.6590 0.7793
99 C -3.8223 4.9648 2.6231
100 N -2.7495 2.7682 3.0126
101 O -1.5675 3.4980 3.2573
102 H -4.0248 2.8604 6.2962
103 H -2.5395 3.6645 5.7754
104 H -4.0554 4.2100 5.1403
105 H -2.4806 1.1281 6.0470
106 H -1.9839 0.5626 4.2840
107 H -1.3631 2.0694 5.0661
108 H -4.4415 0.6530 3.4372
109 H -5.0597 1.2607 5.0517
110 H -6.5897 2.0310 3.0804
111 H -5.7801 3.3698 3.9069
112 H -5.7177 3.6967 1.6650
113 H -5.0278 2.1594 1.2047
114 H -3.6020 4.1651 0.0189
115 H -2.7357 2.5569 0.5881
116 H -2.0061 4.2004 0.8120
117 H -2.8438 5.4694 2.7545
118 H -4.2848 5.0728 3.5888
119 H -4.3466 5.5056 1.8298
120 H -0.8828 2.7899 3.0316
121 C 4.7172 -3.3968 4.2488
122 C 4.5757 -2.4121 5.4413
123 C 5.5916 -2.8870 6.5022
124 C 4.8789 -0.9796 5.0540
125 C 3.6242 -0.1814 4.5036
126 C 2.3124 -0.4910 5.2630
127 C 2.0180 -1.9365 5.3827
128 C 0.8535 -2.1362 6.3851
129 C 1.5649 -2.6674 4.0912
130 N 3.2043 -2.5113 6.0997
131 O 2.9963 -3.9284 6.2449
132 H 4.2386 -4.2935 4.6241
133 H 4.1448 -2.9756 3.3778
134 H 5.7870 -3.4506 3.8688
135 H 6.5631 -2.8445 6.0022
136 H 5.6054 -2.2122 7.3683
137 H 5.3597 -3.8801 6.7718
138 H 5.2619 -0.5183 5.9518
139 H 5.6831 -0.9736 4.3509
140 H 3.9212 0.8873 4.4362
141 H 3.4178 -0.5270 3.4548
142 H 1.5303 0.0061 4.7053
143 H 2.4293 -0.0439 6.2430
144 H 1.2812 -1.6688 7.3113
145 H 0.4680 -3.1564 6.4891
146 H 0.0388 -1.4660 6.1487
147 H 1.9855 -2.1695 3.1877
148 H 0.4968 -2.5894 4.1436
149 H 1.8771 -3.7274 4.1027
150 H 3.0551 -4.0469 7.2249
151 C 1.6600 8.2407 0.0730
152 O 2.0137 6.9174 0.0202
153 C 1.0404 6.1105 -0.6008
154 C 1.3319 4.6630 -0.0641
155 C 0.6195 3.6743 -0.9596
156 N 0.9554 4.5350 1.3695
157 H 2.4622 8.8060 0.4649
158 H 0.8434 8.3370 0.8168
159 H 1.3655 8.6585 -0.8845
160 H 0.0618 6.4661 -0.1867
161 H 1.1950 6.2162 -1.6822
162 H 2.4365 4.5778 0.0058
163 H 0.7698 2.6137 -0.7122
164 H 0.9068 3.8685 -1.9468
165 H -0.4631 3.7534 -0.8576
166 H -0.1065 4.4576 1.2561
167 H 1.1191 5.4113 1.8816
168 C -6.1798 -0.1202 -2.9412
169 O -6.4744 0.2916 -4.2660
170 C -5.4414 0.9776 -5.0818
171 C -5.8351 0.7392 -6.5743
172 C -6.2225 -0.6465 -6.8947
173 N -4.7139 1.2180 -7.3721
174 H -6.9989 -0.8396 -2.7042
175 H -6.0016 0.6560 -2.1760
176 H -5.2835 -0.7373 -2.8984
177 H -5.4261 2.0713 -4.8423
178 H -4.4795 0.4675 -4.9051
179 H -6.7007 1.4177 -6.7188
180 H -6.6221 -0.8288 -7.9211
181 H -6.9552 -0.9818 -6.1450
182 H -5.3887 -1.3520 -6.7493
183 H -4.3442 2.0707 -6.9540
184 H -4.9935 1.5228 -8.3076
185 C -3.8183 -1.1277 0.5470
186 O -2.4023 -1.0016 0.2676
187 C -1.6770 -0.2749 1.3016
188 C -0.5039 0.5724 0.6421
189 C 0.5719 -0.2850 0.0135
190 N -0.0248 1.4935 1.7786
191 H -4.4144 -0.2204 0.7453
192 H -3.8954 -1.7549 1.4492
193 H -4.0595 -1.7465 -0.2895
194 H -2.2831 0.4823 1.7458
195 H -1.2882 -0.9583 2.0657
196 H -0.9674 1.1933 -0.0984
197 H 1.0752 0.3312 -0.7657
198 H 0.1534 -1.1707 -0.4349
199 H 1.2012 -0.4940 0.8288
200 H 0.1882 2.4458 1.4616
201 H 0.8387 1.1252 2.1789

Mulliken population analysis, charges in e, atoms 1 to 5:
1 C -1.433
2 C 1.911
3 C -2.155
4 C -1.295
5 C -0.638

Question: Which value of largest force on an atom does entry 2 give?
Answer: 3.0 eV/A

Question: energy above the lowest of the compared OMol25 structures with the same formula, charge and spin of number 2 (C57H128N8O8)?
Answer: 337.1 kJ/mol